No. 1
Molecular formula: C2H4BrFO
Method: DFT, wB97M-V/def2-TZVPD

ORCA input file:
```
! RIJCOSX wB97M-V def2-TZVPD def2/J DEFGRID3
* xyz 0 1
C 0.49 0.48 0.71
C -0.02 -0.20 -1.04
O -0.35 -0.32 1.55
F -1.35 0.02 -1.05
Br 0.40 -2.04 -1.35
H 0.23 1.61 0.71
H 1.48 0.27 1.09
H 0.39 0.53 -1.84
H -1.28 -0.34 1.21
*
```

The energy above the lowest of the compared OMol25 structures with the same formula, charge and spin is 213.8 kJ/mol. The value obtained for the HOMO energy is -9.71 eV. For the strongest force on any atom, the calculation gives 4.616 eV Å⁻¹. The calculation puts the energy at -76944.3137 eV. The calculation puts the orbital gap at 10.540 eV.


No. 2
Molecular formula: C25H19Br2N2O
Method: DFT, wB97M-V/def2-TZVPD

ORCA input file:
```
! RIJCOSX wB97M-V def2-TZVPD def2/J DEFGRID3
* xyz 1 1
C 1.40 -3.78 -4.89
O 0.29 -3.56 -3.99
C 0.40 -2.73 -2.93
C -0.73 -2.57 -2.08
C -0.67 -1.75 -0.96
C 0.52 -1.05 -0.63
C 0.67 -0.36 0.63
C 1.76 0.57 0.89
C 2.09 0.51 2.29
C 3.22 1.14 2.79
C 4.01 1.91 1.92
C 3.68 1.99 0.55
C 2.58 1.30 0.02
C 1.15 -0.38 2.94
C 0.23 -0.88 1.93
C -0.67 -1.87 2.30
C -0.77 -2.24 3.66
C 0.12 -1.73 4.63
C 1.11 -0.83 4.25
C 1.63 -1.22 -1.51
C 1.58 -2.02 -2.63
H 1.01 -4.48 -5.63
H 1.72 -2.86 -5.39
H 2.26 -4.23 -4.38
H -1.64 -3.11 -2.33
H -1.54 -1.64 -0.32
H 3.46 1.04 3.84
H 4.87 2.46 2.30
H 4.29 2.60 -0.12
H 2.36 1.31 -1.05
H -1.30 -2.36 1.55
H -1.54 -2.94 3.97
H 0.03 -2.04 5.67
H 1.84 -0.43 4.96
H 2.59 -0.76 -1.26
H 2.44 -2.10 -3.29
Br -4.63 3.94 1.98
C -3.56 3.12 0.60
C -3.89 3.45 -0.74
N -4.85 4.33 -1.05
C -3.13 2.79 -1.74
Br -3.58 3.17 -3.57
C -2.10 1.90 -1.38
N -1.81 1.62 -0.10
C -2.53 2.22 0.88
H -5.14 4.48 -1.99
H -5.45 4.71 -0.33
H -1.53 1.41 -2.17
H -2.28 1.99 1.92
*
```

The energy above the lowest of the compared OMol25 structures with the same formula, charge and spin is 28.7 kJ/mol. The value obtained for the HOMO energy is -10.97 eV. For the strongest force on any atom, the calculation gives 1.706 eV Å⁻¹. The calculation puts the energy at -171339.2981 eV. The calculation puts the orbital gap at 5.496 eV.


No. 3
Molecular formula: C12H14BF3N6O2Ti
Method: DFT, wB97M-V/def2-TZVPD

ORCA input file:
```
! RIJCOSX wB97M-V def2-TZVPD def2/J DEFGRID3
* xyz 2 3
C -2.03 -0.15 2.10
N -0.99 0.05 1.25
N -1.42 0.86 0.23
C -2.72 1.17 0.45
C -3.13 0.57 1.63
B -0.49 1.68 -0.74
N 0.90 1.79 -0.04
N 1.46 0.87 0.80
C 2.51 1.47 1.45
C 2.57 2.79 1.03
C 1.57 2.96 0.08
Ti 0.94 -0.82 1.78
N -0.61 1.38 -2.28
N -0.07 0.31 -2.99
C -0.33 0.53 -4.29
C -1.06 1.73 -4.46
C -1.21 2.24 -3.17
H 0.00 -0.13 -5.08
H -1.69 3.14 -2.82
H -1.41 2.16 -5.37
H -0.92 2.82 -0.66
H 1.29 3.82 -0.51
H -3.25 1.81 -0.25
H 3.25 3.55 1.37
H -4.10 0.64 2.09
H 3.16 0.92 2.12
H -1.90 -0.75 3.00
H 2.29 -1.25 0.46
C 2.72 -1.71 1.40
H 3.73 -1.31 1.47
H 2.18 -1.47 2.47
H 2.72 -2.81 1.29
F -1.15 -5.73 0.69
C -1.05 -4.39 0.60
F -0.91 -4.06 -0.73
F -2.21 -3.83 1.05
C 0.18 -3.79 1.36
O 1.04 -4.54 1.79
O 0.15 -2.49 1.42
*
```

The value obtained for the HOMO energy (spin up / spin down) is -15.96 / -15.97 eV. For the strongest force on any atom, the calculation gives 8.767 eV Å⁻¹. The calculation puts the energy at -57632.9905 eV. The calculation puts the orbital gap (spin up / spin down) at 7.522 / 5.554 eV.


No. 4
Molecular formula: C13H30N4O7Rh
Method: DFT, wB97M-V/def2-TZVPD

ORCA input file:
```
! RIJCOSX wB97M-V def2-TZVPD def2/J DEFGRID3
* xyz 1 5
O -0.67 0.47 -3.81
H -0.86 0.47 -4.77
Rh -0.50 0.38 -0.49
N -0.38 1.98 0.71
N 0.94 1.32 -1.36
N -1.74 -0.55 0.80
N -0.72 -1.34 -1.36
O -1.05 2.19 1.78
O -2.23 -0.05 1.94
O -0.02 -1.79 -2.44
O 1.57 0.88 -2.37
C 1.33 2.49 -0.76
C 0.65 2.83 0.43
C -1.96 -1.85 0.56
C -1.44 -2.27 -0.70
C 0.91 3.94 1.38
H 1.20 3.59 2.38
H 0.01 4.54 1.52
H 1.72 4.59 1.02
C 2.43 3.25 -1.41
H 2.18 3.47 -2.46
H 3.39 2.70 -1.39
H 2.59 4.20 -0.90
C -2.68 -2.73 1.53
C -1.69 -3.63 -1.25
H -3.31 -2.15 2.22
H -1.97 -3.34 2.12
H -3.30 -3.42 0.94
H -1.11 -3.80 -2.16
H -2.74 -3.78 -1.50
H -1.44 -4.43 -0.54
H -1.85 0.92 1.95
H 0.10 -0.95 -3.00
C -1.73 1.25 -3.16
H -1.25 2.07 -2.61
H -2.27 0.59 -2.47
H -2.37 1.61 -3.98
O -4.73 2.68 -0.57
H -4.49 1.86 -1.03
H -3.97 3.26 -0.81
C 1.23 -1.18 3.35
C 1.97 -0.33 2.34
O 1.64 -0.63 0.98
C 2.08 -1.91 0.52
C 3.56 -2.17 0.63
H 0.15 -1.03 3.23
H 1.51 -0.86 4.36
H 1.49 -2.25 3.25
H 3.06 -0.44 2.47
H 1.70 0.72 2.44
H 1.49 -2.67 1.07
H 1.76 -1.93 -0.53
H 3.86 -2.42 1.66
H 3.80 -3.02 -0.01
H 4.14 -1.30 0.29
*
```

The energy above the lowest of the compared OMol25 structures with the same formula, charge and spin is 0.0 kJ/mol. The value obtained for the HOMO energy (spin up / spin down) is -10.26 / -12.85 eV. For the strongest force on any atom, the calculation gives 4.295 eV Å⁻¹. The calculation puts the energy at -37254.1801 eV. The calculation puts the orbital gap (spin up / spin down) at 6.395 / 6.850 eV.


No. 5
Molecular formula: C36H42AsBF4N8O2S7W
Method: DFT, wB97M-V/def2-TZVPD

ORCA input file:
```
! RIJCOSX wB97M-V def2-TZVPD def2/J DEFGRID3
* xyz -2 3
W 1.12 -1.16 1.20
C -3.06 4.73 1.85
C -1.99 3.67 1.96
C -0.65 3.99 2.16
C 0.31 3.01 2.23
C 0.02 1.64 2.14
N 1.02 0.68 2.25
C 2.22 1.13 2.85
C 2.19 1.68 4.13
C 3.30 2.27 4.70
C 4.52 2.31 4.02
C 5.73 2.98 4.62
C 4.58 1.70 2.78
C 3.46 1.10 2.19
N 3.60 0.55 0.92
C 4.45 0.94 -0.09
C 4.59 0.02 -1.04
C 3.89 -1.24 -0.60
N 3.15 -0.80 0.65
C -1.33 1.33 1.90
C -2.29 2.34 1.81
N -1.79 0.00 1.67
C -3.06 -0.43 1.81
C -3.16 -1.66 1.22
C -1.89 -1.93 0.73
N -1.06 -0.93 1.02
H -2.63 5.73 1.97
H -3.83 4.60 2.62
H -3.55 4.70 0.88
H -0.35 5.03 2.24
H 1.35 3.31 2.33
H 1.25 1.67 4.66
H 3.22 2.71 5.69
H 5.47 3.93 5.08
H 6.48 3.17 3.85
H 6.18 2.35 5.39
H 5.52 1.66 2.24
H 4.83 1.95 -0.07
H 5.18 0.08 -1.94
H 3.14 -1.59 -1.31
H -3.31 2.05 1.59
H -3.79 0.15 2.35
H -4.02 -2.31 1.17
H -1.55 -2.80 0.20
S 1.98 -5.74 1.94
As 0.48 -4.36 1.46
S 1.00 -3.02 -0.31
S 0.32 -2.65 2.96
S -1.39 -5.33 1.15
C -1.76 1.95 -4.88
C -1.87 3.22 -4.03
C -3.10 3.24 -3.11
C -3.04 2.26 -1.93
N -3.60 0.95 -2.21
C -2.89 -0.21 -2.19
S -1.24 -0.27 -2.03
N -3.62 -1.36 -2.30
C -5.00 -1.47 -2.70
C -6.01 -1.26 -1.56
C -7.44 -1.19 -2.08
C -8.45 -0.85 -0.98
H -0.88 2.01 -5.52
H -2.64 1.82 -5.51
H -1.64 1.07 -4.24
H -1.92 4.09 -4.69
H -0.98 3.31 -3.41
H -4.00 3.04 -3.71
H -3.20 4.25 -2.70
H -3.58 2.69 -1.09
H -2.00 2.11 -1.62
H -4.60 0.91 -2.36
H -3.06 -2.19 -2.24
H -5.15 -2.47 -3.12
H -5.21 -0.75 -3.50
H -5.77 -0.34 -1.02
H -5.91 -2.09 -0.85
H -7.71 -2.15 -2.54
H -7.51 -0.43 -2.87
H -8.41 -1.59 -0.18
H -9.47 -0.82 -1.37
H -8.23 0.13 -0.55
F 1.86 1.98 -2.37
B 1.37 2.08 -1.07
F 0.10 2.69 -1.05
F 2.26 2.81 -0.25
F 1.24 0.73 -0.53
O 7.09 -3.63 1.96
S 6.92 -3.37 0.57
O 8.11 -3.23 -0.23
N 5.96 -2.03 0.35
C 4.90 -2.34 -0.29
S 3.25 -1.89 2.02
C 4.76 -3.75 -0.70
C 3.78 -4.37 -1.46
C 3.88 -5.73 -1.69
C 4.94 -6.47 -1.19
C 5.94 -5.85 -0.45
C 5.82 -4.50 -0.23
H 2.94 -3.81 -1.85
H 3.10 -6.23 -2.26
H 4.99 -7.54 -1.37
H 6.79 -6.40 -0.06
*
```

The energy above the lowest of the compared OMol25 structures with the same formula, charge and spin is 276.6 kJ/mol. The value obtained for the HOMO energy (spin up / spin down) is -1.75 / -2.02 eV. For the strongest force on any atom, the calculation gives 0.860 eV Å⁻¹. The calculation puts the energy at -204097.5919 eV. The calculation puts the orbital gap (spin up / spin down) at 5.243 / 5.515 eV.


No. 6
Molecular formula: C5H12S2
Method: DFT, wB97M-V/def2-TZVPD

ORCA input file:
```
! RIJCOSX wB97M-V def2-TZVPD def2/J DEFGRID3
* xyz 0 1
C 2.43 -2.37 -0.70
C 1.30 -1.83 -1.66
C 0.05 -1.19 -1.04
S 0.64 0.10 0.22
S -1.35 0.34 1.10
C -1.46 2.09 0.85
C -2.11 2.86 2.10
H 3.44 -1.89 -0.81
H 2.46 -3.38 -0.99
H 2.17 -2.31 0.43
H 0.97 -2.67 -2.33
H 1.71 -1.11 -2.41
H -0.64 -0.53 -1.80
H -0.52 -2.01 -0.58
H -0.45 2.60 0.63
H -2.03 2.35 -0.08
H -1.62 2.29 2.81
H -3.22 2.72 2.17
H -1.78 3.92 2.08
*
```

The energy above the lowest of the compared OMol25 structures with the same formula, charge and spin is 138.6 kJ/mol. The value obtained for the HOMO energy is -8.30 eV. For the strongest force on any atom, the calculation gives 3.688 eV Å⁻¹. The calculation puts the energy at -27048.7842 eV. The calculation puts the orbital gap at 8.648 eV.


No. 7
Molecular formula: C28H28FeNO2
Method: DFT, wB97M-V/def2-TZVPD

ORCA input file:
```
! RIJCOSX wB97M-V def2-TZVPD def2/J DEFGRID3
* xyz -1 5
O 2.00 3.40 -0.08
C 2.18 2.27 0.33
O 3.38 1.72 0.61
C 4.54 2.60 0.40
C 5.70 1.65 0.42
C 6.21 1.14 -0.78
C 7.24 0.20 -0.75
C 7.75 -0.26 0.47
C 7.22 0.24 1.67
C 6.19 1.18 1.65
N 1.17 1.30 0.62
C -0.14 1.34 0.31
C -1.03 0.43 1.13
C -0.59 2.17 -0.76
C -1.88 2.76 -0.72
C -2.36 3.49 -1.81
C -1.59 3.61 -2.97
C -0.29 3.07 -3.01
C 0.21 2.38 -1.92
H 4.43 3.10 -0.57
H 4.56 3.32 1.22
H 5.79 1.51 -1.72
H 7.64 -0.18 -1.69
H 8.55 -1.00 0.49
H 7.60 -0.11 2.63
H 5.76 1.58 2.57
H 1.52 0.56 1.23
H -1.94 1.00 1.39
H -0.49 0.19 2.05
H -2.47 2.67 0.20
H -3.35 3.96 -1.75
H -1.98 4.13 -3.84
H 0.34 3.18 -3.90
H 1.21 1.96 -1.96
C -0.20 -1.68 0.02
C -1.40 -0.82 0.45
C -2.36 -1.68 1.27
C -3.58 -1.26 1.99
C -4.28 -2.45 2.44
C -3.47 -3.61 2.10
C -2.27 -3.14 1.45
Fe -3.92 -2.55 0.49
C -3.45 -2.74 -1.42
C -4.12 -1.48 -1.16
C -5.40 -1.77 -0.54
C -5.52 -3.21 -0.41
C -4.31 -3.81 -0.96
H 0.51 -1.12 -0.59
H 0.32 -2.05 0.90
H -0.52 -2.56 -0.57
H -1.95 -0.53 -0.47
H -3.87 -0.23 2.19
H -5.22 -2.47 3.00
H -3.69 -4.65 2.36
H -1.41 -3.74 1.18
H -2.51 -2.87 -1.96
H -3.77 -0.49 -1.46
H -6.16 -1.03 -0.28
H -6.40 -3.75 -0.07
H -4.12 -4.87 -1.09
*
```

The energy above the lowest of the compared OMol25 structures with the same formula, charge and spin is 0.0 kJ/mol. The value obtained for the HOMO energy (spin up / spin down) is 0.83 / -6.51 eV. For the strongest force on any atom, the calculation gives 3.618 eV Å⁻¹. The calculation puts the energy at -69457.6139 eV. The calculation puts the orbital gap (spin up / spin down) at 1.692 / 8.635 eV.


No. 8
Molecular formula: C28H56O12
Method: DFT, wB97M-V/def2-TZVPD

ORCA input file:
```
! RIJCOSX wB97M-V def2-TZVPD def2/J DEFGRID3
* xyz 0 1
C -4.78 -1.01 1.61
C -3.48 -1.77 2.15
O -3.57 -3.03 1.49
C -2.59 -3.84 1.59
C -2.68 -5.13 0.85
O -1.57 -3.63 2.21
H -4.77 0.08 2.20
H -5.66 -1.47 1.68
H -4.41 -0.70 0.60
H -2.71 -0.98 1.93
H -3.75 -2.01 3.11
H -2.44 -6.03 1.47
H -2.03 -5.34 -0.22
H -3.69 -5.26 0.51
C -2.54 1.59 -0.77
C -0.98 1.26 -0.74
O -0.76 0.26 0.26
C 0.45 -0.36 0.32
C 0.66 -1.00 1.71
O 1.40 -0.26 -0.53
H -2.67 1.92 0.32
H -3.40 1.08 -1.17
H -2.93 2.27 -1.45
H -0.66 0.74 -1.75
H -0.42 2.25 -0.66
H 1.68 -1.08 1.83
H 0.15 -1.89 1.40
H 0.19 -0.50 2.47
C 2.42 4.25 -1.36
C 1.34 5.22 -1.06
O 1.87 6.46 -0.59
C 1.05 7.35 -0.02
C 1.86 8.58 0.27
O -0.17 7.16 0.23
H 2.08 3.24 -1.52
H 3.03 4.24 -0.65
H 2.88 4.34 -2.34
H 0.81 5.54 -1.98
H 0.79 4.94 -0.20
H 2.27 9.16 -0.56
H 2.62 8.18 1.00
H 1.15 9.31 0.62
C 1.69 -1.20 -3.73
C 0.87 -2.42 -3.00
O -0.51 -1.96 -2.83
C -1.20 -2.73 -2.09
C -2.57 -2.16 -1.83
O -0.83 -3.87 -1.70
H 1.70 -0.28 -3.02
H 1.41 -1.15 -4.95
H 2.68 -1.50 -3.80
H 0.93 -3.36 -3.46
H 1.44 -2.64 -2.07
H -2.72 -1.67 -2.67
H -2.50 -1.76 -0.93
H -3.27 -3.19 -1.86
C -1.51 0.78 -4.69
C -2.44 2.00 -4.49
C -4.04 1.83 -4.44
O -2.04 3.27 -4.25
H -1.39 0.71 -5.71
H -2.04 -0.30 -4.35
H -0.48 0.89 -4.16
H -4.45 2.88 -4.59
H -4.32 1.14 -3.65
H -4.39 1.11 -5.24
C -0.96 1.50 7.16
C -1.04 0.67 5.90
C -1.89 1.09 4.75
O -0.12 -0.29 5.75
H -0.71 2.58 6.75
H -0.21 1.15 7.86
H -1.96 1.51 7.33
H -3.10 0.84 4.84
H -1.66 0.75 3.77
H -1.89 2.35 4.52
C 2.64 -3.91 2.90
C 3.05 -4.23 1.49
C 1.80 -4.45 0.54
O 4.24 -4.19 1.02
H 1.51 -3.79 2.93
H 3.36 -3.22 3.46
H 2.83 -4.91 3.26
H 1.02 -3.96 0.82
H 1.59 -5.56 0.52
H 2.09 -4.40 -0.31
C 5.54 -0.58 0.72
C 5.88 -1.06 -0.62
C 4.85 -0.92 -1.72
O 7.00 -1.72 -0.77
H 5.61 0.44 0.27
H 6.24 -0.78 1.25
H 4.42 -1.02 1.02
H 3.78 -1.33 -1.55
H 5.34 -1.16 -2.63
H 4.69 0.08 -1.95
*
```

The energy above the lowest of the compared OMol25 structures with the same formula, charge and spin is 1430.9 kJ/mol. The value obtained for the HOMO energy is -9.08 eV. For the strongest force on any atom, the calculation gives 13.188 eV Å⁻¹. The calculation puts the energy at -54499.7647 eV. The calculation puts the orbital gap at 9.245 eV.


No. 9
Molecular formula: C6H10O
Method: DFT, wB97M-V/def2-TZVPD

ORCA input file:
```
! RIJCOSX wB97M-V def2-TZVPD def2/J DEFGRID3
* xyz 0 1
C -2.11 -0.28 -0.86
O -1.53 -0.36 0.43
C -0.28 0.08 0.58
C 1.81 -0.32 -0.81
C 0.23 -0.26 1.96
C 0.59 0.48 -0.48
C 0.05 1.68 -0.61
H -1.39 -0.55 -1.64
H -2.95 -0.97 -0.85
H -2.43 0.75 -1.04
H 1.52 -1.37 -0.88
H 2.55 -0.23 0.00
H 2.27 -0.01 -1.74
H 1.23 0.14 2.13
H 0.28 -1.36 2.08
H -0.45 0.11 2.73
H 0.66 2.47 -1.10
*
```

The energy above the lowest of the compared OMol25 structures with the same formula, charge and spin is 371.4 kJ/mol. The value obtained for the HOMO energy is -7.81 eV. For the strongest force on any atom, the calculation gives 0.708 eV Å⁻¹. The calculation puts the energy at -8427.3910 eV. The calculation puts the orbital gap at 8.731 eV.